A cluster of 14 separate species, C41H69Cl39N in total at a distorted geometry, computed with ωB97M-V with the def2-TZVPD basis set.

Each line ends with the Mulliken charge.
Geometry (Å):
C (-4.530, -2.146, -0.666)  -1.2875
C (-3.829, -2.388, -1.764)  -0.5290
C (-3.280, -1.351, -2.708)  -0.6999
C (-1.799, -0.960, -2.584)  3.1192
C (-1.691, -0.005, -1.347)  -0.0235
C (-0.391, 0.155, -0.539)  -1.6894
C (-1.291, -0.115, -3.814)  1.7530
C (-1.950, -0.344, -5.192)  -1.4873
C (-1.080, -0.207, -6.451)  -1.4170
C (-1.023, 1.213, -7.041)  -0.6006
C (-0.938, 2.357, -6.042)  -0.0464
C (0.470, 2.593, -5.457)  0.2131
C (1.001, 3.985, -5.786)  -0.8582
C (0.228, 5.030, -4.975)  -0.4470
C (0.868, 5.350, -3.625)  -0.5024
C (0.202, 6.552, -2.926)  -0.7139
C (-0.295, 6.272, -1.490)  -0.2849
C (0.501, 7.003, -0.415)  -0.2184
C (0.362, 6.325, 0.950)  -1.2363
C (0.229, -0.291, -3.720)  -2.4592
N (0.469, -1.679, -3.196)  0.4681
C (-0.890, -2.190, -2.735)  -0.9143
C (-0.809, -3.401, -1.806)  -2.2623
C (-0.603, -3.172, -0.314)  0.6541
C (0.865, -3.032, 0.098)  -0.1626
C (1.160, -3.520, 1.514)  0.1716
C (2.664, -3.609, 1.810)  -0.5669
C (3.196, -5.032, 1.965)  -0.6126
C (2.809, -6.010, 0.844)  -0.9103
H (-5.143, -2.924, -0.229)  0.2994
H (-4.512, -1.193, -0.150)  0.2900
H (-3.692, -3.424, -2.055)  0.4190
H (-3.507, -1.699, -3.714)  0.3058
H (-3.848, -0.433, -2.554)  0.3760
H (-1.988, 0.981, -1.700)  -0.3289
H (-2.464, -0.296, -0.636)  0.4389
H (0.489, -0.286, -0.998)  0.3500
H (-0.165, 1.211, -0.394)  0.4007
H (-0.484, -0.274, 0.456)  0.0936
H (-1.402, 0.945, -3.598)  -0.2056
H (-2.737, 0.406, -5.282)  0.1398
H (-2.459, -1.307, -5.234)  0.7662
H (-1.536, -0.842, -7.212)  0.3950
H (-0.080, -0.628, -6.317)  0.4167
H (-1.903, 1.334, -7.673)  -0.2184
H (-0.165, 1.275, -7.714)  0.5309
H (-1.689, 2.244, -5.258)  -0.4108
H (-1.211, 3.268, -6.581)  0.8891
H (1.160, 1.835, -5.841)  0.6069
H (0.451, 2.511, -4.364)  -0.6394
H (0.917, 4.172, -6.857)  -0.0124
H (2.060, 4.031, -5.522)  0.5165
H (0.089, 5.952, -5.541)  0.5713
H (-0.756, 4.603, -4.774)  0.0972
H (0.784, 4.483, -2.961)  0.1533
H (1.938, 5.519, -3.772)  0.4131
H (-0.642, 6.852, -3.549)  0.4386
H (0.920, 7.370, -2.882)  0.2009
H (-1.333, 6.601, -1.423)  0.2945
H (-0.275, 5.199, -1.280)  0.1184
H (1.563, 7.036, -0.667)  0.2723
H (0.134, 8.025, -0.312)  0.2463
H (0.647, 6.993, 1.762)  0.1643
H (0.970, 5.421, 1.005)  0.3504
H (-0.681, 6.053, 1.130)  0.3193
H (0.582, 0.421, -2.979)  0.2667
H (0.830, -0.080, -4.596)  0.8241
H (0.718, -2.265, -3.990)  0.5159
H (1.200, -1.744, -2.487)  0.5048
H (-1.283, -2.619, -3.665)  0.4018
H (0.007, -4.043, -2.156)  0.7856
H (-1.720, -3.966, -1.978)  0.5679
H (-0.982, -4.053, 0.207)  0.8866
H (-1.211, -2.340, 0.028)  -0.9671
H (1.216, -2.000, 0.055)  -0.2756
H (1.482, -3.613, -0.601)  0.4516
H (0.660, -4.469, 1.713)  0.6619
H (0.734, -2.772, 2.185)  -0.8967
H (3.224, -3.078, 1.033)  0.1680
H (2.859, -3.087, 2.747)  0.3702
H (4.285, -4.970, 1.992)  0.4023
H (2.902, -5.431, 2.937)  0.1479
H (2.035, -5.607, 0.191)  0.1726
H (3.666, -6.272, 0.226)  0.3113
H (2.415, -6.940, 1.251)  0.2761
C (-1.754, -1.770, 3.987)  -0.3344
Cl (-1.481, -3.467, 4.351)  -0.0100
Cl (-0.240, -0.873, 4.092)  -0.1009
Cl (-2.474, -1.601, 2.375)  -0.0170
H (-2.449, -1.352, 4.703)  0.4563
C (2.106, 6.047, -9.423)  -0.0549
Cl (0.537, 6.772, -9.752)  -0.1195
Cl (2.667, 6.461, -7.803)  -0.0994
Cl (2.040, 4.294, -9.632)  -0.1175
H (2.818, 6.440, -10.136)  0.3909
C (-2.283, 1.456, -11.160)  -0.0181
Cl (-3.005, 2.398, -12.454)  -0.1149
Cl (-0.812, 2.219, -10.555)  -0.0477
Cl (-3.436, 1.222, -9.838)  -0.1379
H (-2.019, 0.484, -11.554)  0.3089
C (3.112, 10.427, 0.115)  -0.0998
Cl (2.641, 9.722, -1.427)  -0.0867
Cl (1.690, 10.958, 1.015)  -0.1115
Cl (4.060, 9.288, 1.072)  -0.1026
H (3.726, 11.296, -0.083)  0.3988
C (1.798, 9.635, 4.482)  0.3641
Cl (2.871, 8.372, 5.077)  -0.1257
Cl (0.288, 8.946, 3.880)  -0.1219
Cl (1.488, 10.846, 5.722)  -0.1293
H (2.288, 10.123, 3.650)  -0.0168
C (-3.999, 3.194, -2.851)  -0.2764
Cl (-4.774, 4.271, -3.998)  -0.1129
Cl (-4.084, 1.514, -3.405)  -0.0729
Cl (-2.323, 3.673, -2.575)  0.0300
H (-4.526, 3.257, -1.908)  0.4719
C (-0.234, -6.868, 5.733)  0.2302
Cl (0.073, -8.547, 6.109)  -0.0580
Cl (1.257, -5.923, 5.715)  -0.1262
Cl (-1.076, -6.716, 4.180)  -0.1824
H (-0.878, -6.459, 6.500)  0.0947
C (-1.380, -12.415, 4.458)  -0.0298
Cl (-1.272, -10.743, 3.910)  -0.0614
Cl (0.135, -12.924, 5.203)  -0.1211
Cl (-2.730, -12.622, 5.573)  -0.1125
H (-1.558, -13.044, 3.596)  0.3335
C (-1.293, -8.873, 9.860)  0.1830
Cl (-1.852, -7.527, 8.858)  -0.0679
Cl (-1.622, -10.411, 9.069)  -0.0913
Cl (0.419, -8.701, 10.233)  -0.1218
H (-1.849, -8.839, 10.787)  0.0871
C (4.268, 0.018, 1.813)  -0.0535
Cl (2.561, -0.102, 2.267)  -0.0665
Cl (4.815, 1.687, 1.822)  -0.0416
Cl (5.262, -0.981, 2.867)  -0.1327
H (4.366, -0.362, 0.805)  0.2375
C (-4.341, -7.102, 12.280)  -0.0127
Cl (-4.874, -5.781, 11.243)  -0.1097
Cl (-4.664, -8.665, 11.524)  -0.1074
Cl (-2.632, -6.929, 12.679)  -0.1030
H (-4.905, -7.055, 13.202)  0.3556
C (8.000, 3.946, 3.273)  0.0504
Cl (6.537, 4.445, 2.410)  -0.1154
Cl (8.253, 4.952, 4.695)  -0.1190
Cl (7.937, 2.242, 3.706)  -0.1017
H (8.838, 4.091, 2.605)  0.2861
C (-0.683, -3.451, 14.936)  0.0453
Cl (0.184, -4.858, 15.552)  -0.1219
Cl (-2.186, -3.942, 14.155)  -0.0870
Cl (-0.981, -2.280, 16.217)  -0.1201
H (-0.060, -2.978, 14.189)  0.2848

Properties
Molecular weight   1958.68 g mol⁻¹
Net charge   +1
Maximum force   1.1 eV/A
E_LUMO   -2.505 eV